A cluster of 5 separate species, C25H44NO14PSi in total, computed with ωB97M-V/def2-TZVPD.

Output
structure (SMILES) = C#CCCC[Si@@](CCCCN)(COCC)P(C)O.O=C1OCCO1.O=C1OCCO1.O=C1OCCO1.O=C1OCCO1
LUMO level = 0.0 eV
spin multiplicity = 1
total charge = 0
HOMO-LUMO gap = 8.026 eV

Positions of all 86 atoms, in Å:
C 3.989 -2.460 3.388
C 2.795 -2.308 3.170
C 1.404 -2.237 2.440
C 0.336 -1.569 3.407
C 0.605 -0.023 3.689
Si -0.306 1.157 2.498
C 0.677 2.825 2.450
C 1.929 2.762 1.429
C 3.077 1.861 2.051
C 4.532 2.187 1.532
N 4.652 2.139 0.040
C -0.370 0.545 0.681
O -1.515 -0.280 0.348
C -1.134 -1.553 -0.227
C -0.321 -1.463 -1.608
P -2.290 1.610 3.376
C -3.229 2.863 2.318
O -3.235 0.175 3.313
H 5.055 -2.758 3.561
H 1.470 -1.660 1.466
H 1.043 -3.290 2.219
H 0.376 -2.107 4.408
H -0.697 -1.738 2.978
H 1.721 0.123 3.749
H 0.201 0.195 4.733
H 0.000 3.656 2.067
H 1.115 3.075 3.463
H 2.307 3.834 1.351
H 1.612 2.433 0.391
H 3.072 2.039 3.176
H 2.781 0.770 1.898
H 5.216 1.362 1.932
H 4.908 3.172 1.944
H 5.456 2.729 -0.204
H 4.857 1.172 -0.236
H -0.459 1.486 0.037
H 0.634 0.078 0.453
H -2.112 -2.078 -0.486
H -0.631 -2.247 0.528
H 0.154 -2.486 -1.782
H -0.970 -1.231 -2.498
H 0.557 -0.743 -1.566
H -3.482 3.773 2.940
H -2.624 3.207 1.423
H -4.183 2.392 1.918
H -2.719 -0.566 2.941
O 1.609 -0.595 -4.009
C 1.165 -1.283 -4.884
O -0.074 -1.856 -4.865
C -0.307 -2.393 -6.164
C 1.080 -2.599 -6.697
O 1.832 -1.593 -6.025
H -0.874 -3.322 -6.103
H -0.878 -1.667 -6.748
H 1.488 -3.579 -6.436
H 1.135 -2.469 -7.777
O -8.039 4.150 5.866
C -7.512 3.161 5.461
O -6.789 3.090 4.310
C -6.144 1.821 4.295
C -7.013 0.990 5.193
O -7.556 1.953 6.090
H -6.091 1.424 3.281
H -5.128 1.936 4.684
H -7.833 0.508 4.653
H -6.449 0.230 5.733
O -3.269 4.149 -4.644
C -2.425 3.457 -4.165
O -1.308 3.038 -4.823
C -0.455 2.434 -3.856
C -1.404 2.022 -2.775
O -2.452 2.979 -2.890
H 0.077 1.585 -4.285
H 0.273 3.176 -3.516
H -1.817 1.023 -2.936
H -0.947 2.059 -1.787
O 2.844 -6.752 -3.900
C 3.364 -5.738 -3.552
O 4.501 -5.672 -2.805
C 4.921 -4.311 -2.795
C 3.649 -3.566 -3.075
O 2.897 -4.493 -3.849
H 5.358 -4.046 -1.833
H 5.672 -4.168 -3.577
H 3.092 -3.333 -2.163
H 3.820 -2.644 -3.631

***

A structure of composition C8H19CoNO5, computed with ωB97M-V/def2-TZVPD.

Output
energy above the lowest of the compared OMol25 structures with the same formula, charge and spin = 44.34 kcal/mol
LUMO level (alpha / beta) = 4.6 / 4.6 eV
spin multiplicity = 4
total charge = -2
<S²> = 3.76
HOMO-LUMO gap (alpha / beta) = 4.192 / 4.101 eV

Positions of all 34 atoms, in Å:
Co 11.756 -20.343 27.517
O 13.136 -18.703 26.818
C 12.462 -17.454 26.971
C 11.025 -17.550 27.675
O 10.305 -18.810 27.547
H 12.351 -17.164 25.927
H 13.198 -16.747 27.355
H 10.394 -16.749 27.289
H 11.093 -17.439 28.757
O 11.612 -21.139 29.551
C 12.340 -22.406 29.467
C 13.695 -22.360 28.621
O 13.569 -21.691 27.348
H 11.563 -23.079 29.105
H 12.592 -22.693 30.488
H 13.976 -23.406 28.506
H 14.567 -22.043 29.192
C 10.780 -20.248 23.866
C 10.194 -21.368 24.758
C 10.122 -22.705 24.011
O 11.377 -23.379 23.766
C 11.414 -24.602 23.030
N 10.818 -21.756 26.069
H 10.641 -19.219 24.200
H 10.466 -20.314 22.825
H 11.808 -20.610 23.856
H 9.145 -21.189 24.992
H 9.551 -22.563 23.094
H 9.511 -23.381 24.609
H 11.092 -24.470 21.997
H 10.911 -25.420 23.546
H 12.461 -24.856 22.864
H 11.570 -22.402 25.876
H 10.283 -22.489 26.513

***

A cluster of 5 separate species, C30H54O6 in total, computed with ωB97M-V/def2-TZVPD.

Output
structure (SMILES) = CCCCCCCCCCCCC1=CC(=O)c2ccccc2C1=O.CCO.CCO.CCO.CCO
LUMO level = -1.9 eV
spin multiplicity = 1
total charge = 0
HOMO-LUMO gap = 7.395 eV

Positions of all 90 atoms, in Å:
C -5.075 2.480 0.903
C -3.548 2.992 0.463
C -3.439 3.281 -1.160
C -2.598 2.117 -1.952
C -3.585 0.860 -2.387
C -3.779 -0.256 -1.182
C -2.561 -1.370 -1.368
C -2.319 -2.288 -0.002
C -1.828 -3.774 -0.490
C -0.898 -4.589 0.589
C 0.368 -5.248 -0.218
C 1.730 -5.453 0.672
C 2.621 -4.097 0.906
C 4.126 -4.288 0.958
C 5.178 -3.018 1.239
O 6.411 -2.988 0.718
C 4.554 -1.828 2.234
C 5.451 -0.888 3.234
C 4.622 0.199 4.172
C 2.983 0.394 4.152
C 2.088 -0.530 3.113
C 2.896 -1.611 2.182
C 2.055 -2.571 1.103
O 1.026 -2.010 0.465
H -5.824 2.509 -0.002
H -5.438 3.074 1.851
H -5.000 1.339 1.244
H -2.797 2.126 0.702
H -3.262 3.944 1.120
H -4.530 3.424 -1.614
H -2.885 4.327 -1.310
H -1.715 1.671 -1.324
H -2.149 2.614 -2.925
H -4.606 1.237 -2.843
H -3.007 0.299 -3.267
H -3.697 0.222 -0.103
H -4.857 -0.722 -1.349
H -2.955 -2.131 -2.187
H -1.575 -0.880 -1.780
H -1.558 -1.707 0.671
H -3.324 -2.379 0.618
H -2.730 -4.483 -0.822
H -1.197 -3.606 -1.487
H -0.524 -3.863 1.460
H -1.584 -5.390 1.147
H 0.021 -6.341 -0.549
H 0.672 -4.698 -1.206
H 2.392 -6.266 0.102
H 1.538 -5.924 1.749
H 4.637 -5.344 0.839
H 6.633 -1.014 3.253
H 5.247 0.871 4.927
H 2.389 1.156 4.846
H 0.900 -0.461 3.027
C 0.792 -0.300 -3.265
C 2.273 -0.210 -2.959
O 2.468 0.352 -1.670
H 0.330 0.691 -3.224
H 0.625 -0.727 -4.258
H 0.281 -0.922 -2.523
H 2.777 0.430 -3.690
H 2.740 -1.199 -2.986
H 2.024 -0.228 -1.027
C 6.059 0.438 -1.376
C 7.540 0.528 -1.069
O 7.735 1.090 0.220
H 5.596 1.429 -1.334
H 5.891 0.011 -2.368
H 5.547 -0.184 -0.633
H 8.043 1.167 -1.800
H 8.007 -0.461 -1.096
H 7.291 0.510 0.863
C -0.560 2.955 6.396
C -1.389 1.691 6.302
O -1.432 1.238 4.957
H -0.981 3.740 5.759
H -0.521 3.320 7.426
H 0.462 2.775 6.046
H -2.415 1.881 6.631
H -0.967 0.898 6.926
H -0.517 1.065 4.676
C -4.628 5.087 -4.453
C -4.621 3.928 -5.428
O -5.318 2.823 -4.872
H -4.160 4.797 -3.506
H -4.090 5.946 -4.864
H -5.653 5.391 -4.220
H -3.595 3.612 -5.640
H -5.099 4.206 -6.372
H -6.230 3.111 -4.695

***

A cluster of 11 separate species, C18H50BF4N6O10S3 in total, computed with ωB97M-V/def2-TZVPD.

Output
energy above the lowest of the compared OMol25 structures with the same formula, charge and spin = 98.15 kcal/mol
LUMO level = -9.0 eV
spin multiplicity = 1
total charge = +3
HOMO-LUMO gap = 6.939 eV

Positions of all 92 atoms, in Å:
N -2.270 -4.403 1.609
H -2.728 -3.533 1.381
H -1.587 -4.596 0.891
H -2.977 -5.106 1.447
H -1.746 -4.435 2.472
N -5.436 -1.433 0.036
H -5.953 -0.625 -0.281
H -4.478 -1.296 0.323
H -5.230 -2.045 -0.742
H -6.082 -1.961 0.605
N 1.897 -4.541 -0.637
H 2.105 -3.679 -0.155
H 1.837 -4.329 -1.623
H 0.975 -4.710 -0.262
H 2.709 -5.023 -0.277
N -2.341 2.882 -0.214
H -2.767 3.716 0.164
H -2.926 2.072 -0.069
H -1.539 2.636 0.348
H -2.127 2.842 -1.201
N -3.087 0.569 -3.641
H -3.256 -0.374 -3.960
H -3.334 1.213 -4.379
H -2.100 0.546 -3.428
H -3.796 0.783 -2.953
N 1.566 -1.025 -3.898
H 2.523 -1.064 -4.217
H 1.382 -1.993 -3.675
H 0.891 -0.871 -4.634
H 1.341 -0.541 -3.041
C -0.290 -0.059 -1.097
C 0.830 -0.685 -0.620
C 0.658 -1.570 0.639
O 1.683 -2.107 1.133
C -0.501 -2.007 1.121
C -1.747 -1.362 0.635
C -1.612 -0.311 -0.554
O -2.638 0.316 -0.788
O -2.843 -1.928 0.836
O 1.974 -0.407 -1.207
H -0.262 0.590 -1.960
H -0.636 -2.782 1.861
B -5.498 1.778 -0.997
F -4.806 1.736 0.117
F -4.761 1.843 -2.167
F -6.271 0.707 -1.092
F -6.355 2.916 -0.965
C 2.407 3.478 -4.186
C 1.772 4.328 -5.203
C 0.345 3.971 -5.326
S -0.128 3.697 -3.626
O -1.346 2.875 -3.580
O -0.189 5.028 -2.974
C 1.435 2.749 -3.330
H 3.090 4.043 -3.552
H 3.014 2.721 -4.683
H 2.252 4.148 -6.165
H 1.941 5.340 -4.834
H -0.018 3.072 -5.825
H -0.224 4.849 -5.629
H 1.297 1.776 -3.801
H 1.708 2.479 -2.310
C 3.237 -2.807 4.724
C 2.208 -1.806 4.671
C 0.832 -2.283 4.876
S 1.104 -4.006 5.211
O 0.156 -4.828 4.493
O 1.424 -4.242 6.586
C 2.560 -4.123 4.220
H 3.682 -2.959 5.707
H 3.997 -2.458 4.025
H 2.101 -1.436 3.651
H 2.248 -0.950 5.344
H 0.076 -2.161 4.101
H 0.393 -1.833 5.767
H 2.199 -4.002 3.198
H 2.905 -5.120 4.493
C 3.039 1.735 3.176
C 3.676 2.479 1.945
C 2.516 2.840 0.963
S 0.997 2.836 1.933
O 0.043 2.482 0.935
O 0.817 4.138 2.454
C 1.549 1.612 3.096
H 3.305 2.265 4.090
H 3.441 0.748 3.403
H 4.175 1.692 1.380
H 4.433 3.241 2.134
H 2.308 1.913 0.429
H 2.615 3.731 0.342
H 1.107 0.696 2.703
H 1.107 1.707 4.088

***

So what do the calculations give for F_max? Going down the list: 2.0; 3.1; 8.3; 6.9 eV/Å.